Here is C10H10N2O2 as an isolated structure in a non-equilibrium geometry from the OMol25 dataset. Energies are from ωB97M-V/def2-TZVPD.

Element x y z (Å)
C  -2.66  0.14  -1.63
C  -2.78  0.52  -0.30
C  -1.47  -0.18  -2.17
C  -1.67  0.54  0.51
C  -0.33  -0.03  -1.46
C  -0.46  0.29  -0.09
C  1.01  -0.27  -1.94
C  2.09  -0.20  -1.13
C  1.00  -1.31  1.56
C  1.18  0.13  1.10
N  1.06  1.07  2.21
N  2.27  0.39  0.11
O  0.10  -1.48  2.50
O  1.51  -2.22  0.97
H  -3.49  -0.02  -2.41
H  -3.63  0.84  0.33
H  -1.57  -0.46  -3.17
H  -1.90  0.76  1.54
H  1.20  -0.65  -2.85
H  3.13  -0.51  -1.50
H  1.87  1.22  2.78
H  0.72  1.87  1.72
H  -0.28  -0.59  2.70
H  3.09  0.14  0.63

Maximum force: 0.082 Eh/bohr
LUMO: 0.583 eV
Relative energy (zero: lowest compared OMol25 entry of this formula, charge and spin): 364.35 kJ/mol
E_HOMO: -0.2892 Eh

---

Here is one molecule with the formula C10H10N2O2 in a non-equilibrium geometry from the OMol25 dataset. Energies are from ωB97M-V/def2-TZVPD.

Element x y z (Å)
C  1.08  -1.18  -1.72
C  1.20  -0.31  -0.66
C  1.48  -0.79  0.79
C  0.55  -1.35  1.48
C  -0.77  -1.79  1.07
C  -1.67  -0.95  0.48
C  -1.37  0.49  0.21
C  -0.78  1.39  1.06
C  -0.66  2.60  0.34
C  -1.33  2.42  -0.88
N  -1.75  1.11  -0.94
N  -2.92  -1.43  0.13
O  -3.24  -2.55  0.50
O  -3.61  -0.75  -0.65
H  0.75  -0.83  -2.65
H  1.04  -2.27  -1.65
H  1.07  0.74  -0.65
H  2.41  -0.30  1.27
H  0.70  -1.67  2.49
H  -1.08  -2.75  1.53
H  -0.50  1.17  2.09
H  -0.13  3.46  0.75
H  -1.09  2.95  -1.81
H  -2.30  0.72  -1.71

Maximum force: 0.085 Eh/bohr
LUMO: -0.999 eV
SMILES: C=C/C=C\C=C(/c1ccc[nH]1)[N+](=O)[O-]
Relative energy (zero: lowest compared OMol25 entry of this formula, charge and spin): 672.31 kJ/mol
E_HOMO: -0.3043 Eh

---

Here is C10H10N2O2S as an isolated structure in a non-equilibrium geometry from the OMol25 dataset. Energies are from ωB97M-V/def2-TZVPD.

Element x y z (Å)
C  2.44  -1.63  -1.63
C  -0.55  3.01  2.12
C  1.54  -1.68  -0.53
C  -1.18  1.86  1.56
C  1.74  -1.01  -2.64
C  0.66  3.16  1.59
C  0.38  -0.99  -0.86
C  -0.51  1.14  0.63
C  -0.91  -1.84  1.05
C  -0.77  -0.79  -0.01
N  0.56  -0.53  -2.16
N  -1.94  -0.30  -0.60
O  -1.85  0.22  -1.75
O  -3.03  -0.47  -0.03
S  1.05  1.90  0.39
H  3.42  -2.00  -1.61
H  -0.96  3.79  2.82
H  1.73  -2.02  0.52
H  -2.20  1.76  1.94
H  2.06  -0.87  -3.68
H  1.46  3.99  1.75
H  -1.96  -1.95  1.46
H  -0.19  -1.86  1.88
H  -0.79  -2.84  0.42
H  -0.20  -0.07  -2.63

⟨S²⟩: 2.03
Maximum force: 0.084 Eh/bohr
LUMO (spin up / spin down): 0.410 / -3.422 eV
Spin multiplicity: 3
Relative energy (zero: lowest compared OMol25 entry of this formula, charge and spin): 414.75 kJ/mol
E_HOMO (spin up / spin down): -0.2265 / -0.3124 Eh

---

Here is one molecule with the formula C10H10N2OS from the OMol25 dataset. Energies are from ωB97M-V/def2-TZVPD.

Element x y z (Å)
C  -0.93  -2.13  -0.35
C  -1.60  -0.82  -0.07
C  -2.91  -0.57  -0.48
C  -3.52  0.65  -0.23
C  -2.82  1.65  0.43
C  -1.52  1.42  0.84
C  -0.91  0.20  0.59
N  0.37  -0.04  1.09
C  1.43  0.16  0.46
N  2.67  -0.10  1.01
C  3.80  0.13  0.29
O  4.92  -0.06  0.69
C  3.45  0.66  -1.09
S  1.65  0.78  -1.20
H  -0.17  -2.01  -1.11
H  -1.65  -2.87  -0.69
H  -0.45  -2.50  0.55
H  -3.45  -1.35  -1.00
H  -4.53  0.82  -0.56
H  -3.29  2.60  0.62
H  -0.97  2.19  1.36
H  2.72  -0.45  1.96
H  3.90  1.65  -1.24
H  3.83  -0.01  -1.86

Maximum force: 0.017 Eh/bohr
LUMO: 0.485 eV
SMILES: Cc1ccccc1/N=C1/NC(=O)CS1
Relative energy (zero: lowest compared OMol25 entry of this formula, charge and spin): 0.00 kJ/mol
E_HOMO: -0.3130 Eh

---

Here is one molecule with the formula C10H10N4O in a non-equilibrium geometry from the OMol25 dataset. Energies are from ωB97M-V/def2-TZVPD.

Element x y z (Å)
H  -0.48  3.25  0.92
N  -0.33  2.30  0.62
N  -1.37  1.59  0.59
N  -1.30  0.36  0.20
C  -2.48  -0.35  0.13
C  -3.67  0.30  0.79
C  -2.28  -1.49  -0.64
C  -0.88  -1.49  -1.13
O  -0.28  -2.29  -1.79
N  -0.33  -0.36  -0.55
C  1.03  -0.23  -0.35
C  1.45  0.20  0.95
C  2.84  0.25  1.11
C  3.72  -0.04  0.12
C  3.27  -0.33  -1.16
C  1.93  -0.54  -1.42
H  -4.52  0.49  0.03
H  -3.40  1.13  1.33
H  -3.94  -0.57  1.57
H  -3.12  -2.05  -0.97
H  0.75  0.29  1.72
H  3.18  0.80  1.97
H  4.77  0.09  0.26
H  3.94  -0.22  -1.97
H  1.50  -1.10  -2.33

Maximum force: 0.109 Eh/bohr
LUMO: 0.106 eV
SMILES: [H]/N=N/n1c(C)cc(=O)n1-c1ccccc1
Relative energy (zero: lowest compared OMol25 entry of this formula, charge and spin): 454.85 kJ/mol
E_HOMO: -0.3043 Eh

---

Here is an isolated ion of composition C10H10NOS and charge +1 in a non-equilibrium geometry from the OMol25 dataset. Energies are from ωB97M-V/def2-TZVPD.

Element x y z (Å)
C  2.10  -1.71  1.63
C  1.04  -2.35  0.93
C  0.92  2.50  -0.30
C  2.19  -0.36  1.50
C  1.62  1.74  0.56
C  0.22  -1.69  0.10
C  0.11  1.84  -1.16
C  1.51  0.35  0.58
C  0.50  -0.30  -0.17
C  -3.01  -0.20  -1.60
N  -0.28  0.57  -1.10
O  -1.41  0.76  -3.44
S  -1.30  -0.19  -2.37
H  2.71  -2.33  2.29
H  0.84  -3.43  1.09
H  1.23  3.48  -0.32
H  2.95  0.14  2.07
H  2.43  2.21  1.22
H  -0.62  -2.28  -0.28
H  -0.59  2.34  -1.89
H  -2.95  0.33  -0.62
H  -3.48  -1.19  -1.49
H  -3.54  0.47  -2.37

Maximum force: 0.098 Eh/bohr
LUMO: -4.940 eV
Net charge: +1
Relative energy (zero: lowest compared OMol25 entry of this formula, charge and spin): 63.08 kJ/mol
E_HOMO: -0.4952 Eh

---

Here is one molecule with the formula C10H10O2S in a non-equilibrium geometry from the OMol25 dataset. Energies are from ωB97M-V/def2-TZVPD.

Element x y z (Å)
C  2.65  -1.11  -0.76
C  2.26  -1.51  0.64
C  2.14  -0.22  -1.61
C  1.16  -1.17  1.24
C  0.21  2.15  -0.01
C  -0.72  1.14  0.07
C  -1.84  0.71  0.94
C  -2.72  -0.19  0.11
C  0.84  0.62  -1.68
C  -0.36  0.12  -0.81
O  -2.23  -1.06  -2.36
O  1.09  1.97  -1.06
S  -1.55  -1.14  -1.06
H  3.58  -1.48  -1.11
H  3.05  -2.14  1.16
H  2.79  -0.07  -2.49
H  0.81  -1.33  2.22
H  0.14  3.11  0.27
H  -1.25  0.24  1.86
H  -2.32  1.56  1.19
H  -3.31  -1.02  0.39
H  -3.45  0.41  -0.54
H  0.47  0.88  -2.73

Maximum force: 0.077 Eh/bohr
LUMO (spin up / spin down): -0.430 / -0.491 eV
Relative energy (zero: lowest compared OMol25 entry of this formula, charge and spin): 775.03 kJ/mol
E_HOMO (spin up / spin down): -0.2703 / -0.3225 Eh

---

Here is an isolated ion of composition C10H11BrN and charge +1 in a non-equilibrium geometry from the OMol25 dataset. Energies are from ωB97M-V/def2-TZVPD.

Element x y z (Å)
C  -0.01  1.68  0.16
C  -0.36  0.70  1.02
C  -1.07  1.00  2.28
C  -1.03  0.16  3.34
C  -0.41  -1.14  3.20
C  0.06  -1.53  1.96
C  0.11  -0.67  0.85
C  0.41  -1.28  -0.36
C  0.68  -0.88  -1.71
C  0.20  0.17  -2.38
N  0.75  0.68  -3.71
Br  -1.66  0.69  -2.19
H  -0.31  2.71  0.36
H  0.67  1.41  -0.63
H  -1.38  2.03  2.58
H  -1.54  0.47  4.23
H  -0.45  -2.06  3.80
H  0.52  -2.58  1.90
H  0.57  -2.31  -0.18
H  1.42  -1.46  -2.26
H  1.07  1.60  -3.55
H  0.22  0.56  -4.70
H  1.55  0.08  -4.02

Maximum force: 0.092 Eh/bohr
LUMO: -4.550 eV
Net charge: +1
SMILES: C=c1cccc/c1=C/C=C(/[NH3+])Br
Relative energy (zero: lowest compared OMol25 entry of this formula, charge and spin): 208.43 kJ/mol
E_HOMO: -0.3957 Eh

---

Here is an isolated ion of composition C10H11Cl2N2O and charge +1 in a non-equilibrium geometry from the OMol25 dataset. Energies are from ωB97M-V/def2-TZVPD.

Element x y z (Å)
C  0.43  1.18  1.57
C  1.63  -2.67  -0.12
C  -0.21  0.35  0.71
C  -1.06  0.87  -0.29
C  -1.57  2.11  -0.24
C  0.33  2.73  1.27
C  -1.06  3.16  0.71
C  -0.24  -1.18  0.65
C  -0.97  -1.36  -0.70
C  0.71  -1.79  -2.18
N  1.04  -1.84  0.69
N  1.45  -2.67  -1.47
O  -1.57  -0.19  -1.06
Cl  -3.13  2.40  -0.88
Cl  0.12  -2.38  -3.73
H  0.96  0.94  2.40
H  2.44  -3.25  0.29
H  0.67  3.24  2.13
H  0.96  2.74  0.40
H  -0.76  4.03  0.13
H  -1.81  3.35  1.54
H  -0.92  -1.42  1.54
H  -1.55  -2.22  -0.89
H  0.98  -0.70  -2.21
H  1.45  -1.88  1.66
H  1.68  -3.53  -1.92

⟨S²⟩: 2.01
Maximum force: 0.152 Eh/bohr
LUMO (spin up / spin down): -4.044 / -5.288 eV
Net charge: +1
Spin multiplicity: 3
Relative energy (zero: lowest compared OMol25 entry of this formula, charge and spin): 78.72 kJ/mol
E_HOMO (spin up / spin down): -0.3264 / -0.4390 Eh

---

Here is one molecule with the formula C10H11Cl2NSi in a non-equilibrium geometry from the OMol25 dataset. Energies are from ωB97M-V/def2-TZVPD.

Element x y z (Å)
C  0.20  2.08  0.50
N  -0.04  0.68  0.37
C  0.93  -0.26  0.14
Si  2.96  0.00  -0.16
C  3.36  0.89  -1.79
Cl  3.83  -1.82  -0.10
Cl  3.66  1.12  1.40
C  0.37  -1.51  0.05
C  -1.03  -1.35  0.23
C  -2.10  -2.25  0.21
C  -3.36  -1.75  0.40
C  -3.57  -0.39  0.62
C  -2.54  0.52  0.64
C  -1.25  0.04  0.43
H  -0.71  2.58  0.84
H  0.99  2.27  1.22
H  0.50  2.52  -0.46
H  3.88  0.23  -2.48
H  2.47  1.24  -2.29
H  4.00  1.76  -1.62
H  0.89  -2.43  -0.13
H  -1.92  -3.30  0.03
H  -4.21  -2.41  0.38
H  -4.58  -0.04  0.77
H  -2.73  1.57  0.80

Maximum force: 0.063 Eh/bohr
LUMO: 0.638 eV
SMILES: Cn1c([Si](C)(Cl)Cl)cc2ccccc21
Relative energy (zero: lowest compared OMol25 entry of this formula, charge and spin): 0.00 kJ/mol
E_HOMO: -0.2915 Eh